1.
{
  "formula": "C4H12N2S",
  "method": "ωB97M-V with the def2-TZVPD basis set",
  "species": ["C", "N", "C", "C", "N", "C", "S", "H", "H", "H", "H", "H", "H", "H", "H", "H", "H", "H", "H"],
  "positions_angstrom": [[-0.78084, -2.12257, 1.77018], [-1.29212, -1.43813, 0.58804], [-0.44391, -0.46909, -0.14000], [1.03461, -1.01094, -0.47518], [1.62453, -0.44408, -1.71380], [-0.21947, 0.87013, 0.66561], [-0.00211, 2.38845, -0.29596], [-0.85875, -3.28770, 1.64932], [0.28298, -1.81161, 1.92331], [-1.37926, -1.85079, 2.62888], [-1.61715, -2.17621, -0.15697], [-1.06812, -0.37159, -1.10647], [1.09136, -2.11202, -0.39214], [1.72832, -0.73139, 0.30685], [1.68941, 0.58686, -1.74418], [1.26696, -0.77729, -2.61539], [-1.12173, 1.02703, 1.37065], [0.59382, 0.82217, 1.39064], [-0.44324, 2.03765, -1.56239]],
  "atomic_forces_ev_per_a": [[0.8, -1.4, -0.6], [-1.0, -1.6, -2.4], [0.8, -0.7, -0.3], [-0.7, 0.7, -0.8], [0.1, -0.1, -0.2], [-2.9, -0.5, 0.9], [0.1, 0.1, -1.0], [0.4, 2.2, 0.3], [-0.7, -0.6, 0.2], [0.0, 0.0, 0.4], [0.9, 2.0, 2.1], [1.4, 0.6, 1.3], [-0.3, 0.3, -0.9], [0.0, 0.4, 0.4], [-0.2, -1.0, 0.4], [-0.1, 0.1, 0.8], [1.0, -0.2, -1.4], [0.4, -0.2, -0.5], [0.2, -0.1, 1.2]],
  "homo_ev": -8.28,
  "e_tot_ev": -18156.520,
  "lumo_energy_ev": 0.88,
  "de_lowest_kj_mol": 144.6,
  "total_charge": 0,
  "smiles": "CN[C@H](CN)CS"
}

2.
{
  "formula": "C4H12N2S",
  "method": "ωB97M-V with the def2-TZVPD basis set",
  "species": ["N", "C", "C", "N", "C", "C", "S", "H", "H", "H", "H", "H", "H", "H", "H", "H", "H", "H", "H"],
  "positions_angstrom": [[1.07081, 2.31351, 0.15581], [1.26791, 0.95553, -0.17376], [-0.00155, 0.13897, -0.42757], [-0.11105, 0.22656, -1.93087], [-0.09288, -1.24828, 0.06462], [-0.68455, -1.63857, 1.48995], [-1.96977, -0.45020, 1.93732], [0.06706, 2.56424, 0.04475], [1.76846, 2.82128, -0.36036], [1.88787, 0.46395, 0.56285], [2.04882, 0.67439, -0.99313], [-0.88759, 0.78738, -0.06580], [-1.02154, 0.34519, -2.38066], [0.30760, 1.02036, -2.34851], [-0.65082, -1.92129, -0.67204], [0.98216, -1.65935, -0.14174], [-1.09132, -2.64102, 1.46966], [0.13811, -1.53026, 2.18342], [-3.02773, -1.22238, 1.58607]],
  "atomic_forces_ev_per_a": [[-0.9, 0.6, -0.1], [2.0, -3.4, -0.1], [-2.0, 4.0, -1.8], [-0.9, -1.3, -0.7], [1.1, -3.8, -1.3], [1.2, 1.6, -1.7], [-0.8, -0.4, 0.4], [1.5, 0.3, -0.3], [-0.6, 1.0, 0.0], [-0.3, -0.3, 1.4], [-1.6, 1.2, 0.2], [1.3, -1.1, 0.1], [-0.4, -0.8, 1.0], [1.3, 0.9, 0.3], [0.3, 1.4, 0.7], [-1.6, 0.3, 1.0], [0.2, -0.1, 0.1], [-0.2, -0.2, 0.6], [0.3, 0.3, 0.1]],
  "homo_ev": -8.77,
  "e_tot_ev": -18156.363,
  "lumo_energy_ev": 0.85,
  "de_lowest_kj_mol": 159.8,
  "total_charge": 0,
  "smiles": "NC[C@@H](N)CCS"
}

3.
{
  "formula": "C4H12N2S",
  "method": "ωB97M-V with the def2-TZVPD basis set",
  "species": ["C", "C", "C", "C", "N", "N", "S", "H", "H", "H", "H", "H", "H", "H", "H", "H", "H", "H", "H"],
  "positions_angstrom": [[7.06407, -0.61640, -3.36191], [5.81242, -1.03505, -4.50523], [-8.75198, 0.81097, 6.41786], [-9.01629, 0.97857, 4.97254], [7.91164, 0.58454, -3.59065], [5.05037, -2.07447, -4.53115], [-10.32330, 0.18004, 4.40704], [7.59517, -1.47923, -3.00946], [5.45793, -0.12677, -4.85571], [-9.41399, 1.42658, 6.98157], [-7.73526, 1.09250, 6.67222], [-8.90090, -0.19056, 6.87160], [-8.44948, 1.70449, 4.47701], [8.82772, 0.61316, -4.12891], [8.19506, 1.13661, -2.71785], [7.44398, 1.39336, -4.04965], [5.36242, -2.90722, -4.10261], [4.32202, -2.26940, -5.10722], [-10.45159, 0.77829, 3.16052]],
  "atomic_forces_ev_per_a": [[-4.3, -2.0, -3.6], [5.2, 2.7, 5.1], [1.4, -1.4, 0.2], [-1.6, -1.1, 2.0], [1.1, 2.9, -0.3], [2.6, -0.5, 1.8], [0.1, 0.6, -1.2], [0.5, 0.0, 0.2], [-0.9, 1.3, -1.6], [-0.7, 0.9, 0.3], [0.1, 0.2, -0.1], [-0.2, 0.3, -0.7], [0.6, 0.9, -1.2], [-0.9, -1.1, 0.4], [-0.6, -1.7, -0.6], [-0.5, -1.0, 0.0], [0.6, -0.9, 0.7], [-2.8, 0.4, -2.2], [0.2, -0.5, 0.7]],
  "homo_ev": -13.34,
  "e_tot_ev": -18138.370,
  "lumo_energy_ev": -7.65,
  "de_lowest_kj_mol": 274.9,
  "total_charge": 2
}

4.
{
  "formula": "C4H12N3",
  "method": "ωB97M-V with the def2-TZVPD basis set",
  "species": ["C", "C", "N", "H", "H", "H", "H", "H", "C", "N", "C", "N", "H", "H", "H", "H", "H", "H", "H"],
  "positions_angstrom": [[1.45232, 1.09965, 2.13984], [1.05730, -0.08948, 1.71577], [-0.01382, -0.84885, 2.25116], [1.05947, 1.62382, 3.00235], [2.24197, 1.59024, 1.58251], [1.46635, -0.52295, 0.81216], [-0.50354, -0.36425, 2.99164], [0.31103, -1.74823, 2.58694], [0.27297, 0.96787, -2.50166], [-0.43629, 0.43784, -1.38287], [-1.25166, -0.68427, -1.49595], [-1.67385, -1.35838, -0.35745], [1.25967, 0.50806, -2.66610], [0.41901, 2.04271, -2.38748], [-0.29049, 0.81603, -3.42417], [-0.30759, 0.88244, -0.49249], [-1.44192, -1.07015, -2.48063], [-1.19053, -1.27382, 0.52392], [-2.43041, -2.00829, -0.41750]],
  "atomic_forces_ev_per_a": [[0.4, 0.3, -0.3], [-0.6, -0.1, 0.2], [0.3, 0.1, 0.0], [-0.1, -0.2, 0.0], [-0.1, 0.1, 0.1], [0.3, -0.1, 0.1], [0.1, 0.0, 0.1], [-0.2, 0.0, -0.1], [0.3, 0.0, -0.3], [-0.2, -0.1, 0.4], [0.0, 0.1, -0.2], [0.1, 0.2, 0.0], [0.0, 0.0, 0.1], [0.0, 0.0, 0.0], [-0.1, 0.0, 0.0], [-0.2, 0.0, 0.1], [0.0, -0.1, 0.0], [0.1, -0.1, 0.0], [0.0, 0.0, 0.0]],
  "homo_ev": [-4.30, -8.31],
  "e_tot_ev": -8810.234,
  "lumo_energy_ev": [1.03, 1.01],
  "de_lowest_kj_mol": 78.9,
  "total_charge": 0,
  "multiplicity": 2
}